# 1
Formula: C38H78BeCl4F7N3NaO5P
Source: the Open Molecules 2025 dataset
Level of theory: ωB97M-V/def2-TZVPD

The geometry in XYZ format:
```
138
Properties=species:S:1:pos:R:3
C -1.963 3.471 2.209
C -0.940 4.385 2.954
C -0.549 3.897 4.364
C -0.045 2.424 4.406
C 0.969 2.137 3.290
C 1.821 0.860 3.522
C 2.839 0.773 2.363
C 3.298 -0.650 2.000
C 2.181 -1.634 1.577
C 1.134 -1.046 0.594
C -0.119 -1.948 0.697
C -0.845 -1.510 1.987
N -1.942 -2.439 2.300
C -2.668 -1.795 3.404
O -3.894 -2.404 3.711
C -5.033 -1.552 3.585
C -5.629 -1.105 4.941
C -2.913 -2.512 1.177
C -2.286 -2.554 -0.241
C -3.408 -2.192 -1.255
C -4.469 -3.344 -1.313
C -5.874 -2.744 -1.423
Cl -6.411 -1.908 0.065
N -1.085 -1.687 -0.414
C -0.456 -1.889 -1.761
C -0.449 -0.663 -2.705
C 0.666 0.341 -2.394
O -1.711 -0.026 -2.741
C -1.906 0.718 -3.933
C -2.993 1.751 -3.648
C -3.255 2.735 -4.598
C -4.273 3.637 -4.338
C -5.010 3.581 -3.169
C -4.720 2.618 -2.219
C -3.701 1.702 -2.464
H -2.926 3.994 2.127
H -2.164 2.540 2.752
H -1.553 3.286 1.211
H -1.443 5.355 3.073
H -0.085 4.572 2.297
H 0.201 4.599 4.759
H -1.441 4.003 5.002
H 0.385 2.273 5.408
H -0.950 1.796 4.343
H 1.696 2.967 3.278
H 0.476 2.101 2.309
H 2.341 1.027 4.477
H 1.206 -0.039 3.654
H 3.731 1.335 2.673
H 2.441 1.261 1.463
H 4.118 -0.641 1.269
H 3.747 -1.072 2.918
H 1.721 -2.135 2.438
H 2.684 -2.433 1.007
H 0.808 -0.033 0.859
H 1.602 -1.072 -0.399
H 0.172 -3.006 0.735
H -1.183 -0.468 1.817
H -0.168 -1.510 2.846
H -2.746 -0.711 3.224
H -2.038 -1.888 4.304
H -4.883 -0.692 2.909
H -5.812 -2.163 3.108
H -5.361 -0.076 5.207
H -5.428 -1.824 5.740
H -6.722 -1.102 4.805
H -3.634 -1.673 1.187
H -3.482 -3.435 1.322
H -1.983 -3.590 -0.469
H -3.028 -2.085 -2.271
H -3.878 -1.278 -0.874
H -4.263 -3.909 -2.234
H -4.365 -4.056 -0.487
H -6.583 -3.550 -1.642
H -5.886 -2.076 -2.291
H -1.439 -0.626 -0.256
H -0.999 -2.657 -2.329
H 0.569 -2.264 -1.664
H -0.264 -1.097 -3.710
H 0.717 1.177 -3.099
H 1.659 -0.130 -2.397
H 0.444 0.773 -1.407
H -1.001 1.175 -4.336
H -2.321 0.011 -4.683
H -2.666 2.780 -5.511
H -4.502 4.389 -5.091
H -5.820 4.286 -2.987
H -5.261 2.555 -1.275
H -3.499 0.968 -1.689
F 1.953 3.486 -4.100
P 1.964 2.813 -5.598
F 2.270 4.328 -6.147
F 0.479 2.359 -5.020
F 3.592 2.685 -5.395
F 1.237 2.788 -7.074
F 2.211 1.199 -5.842
Be -2.554 -0.622 5.889
C 6.844 -2.202 2.940
C 7.233 -1.548 1.627
O 7.149 -0.131 1.734
H 5.830 -1.916 3.219
H 6.896 -3.290 2.868
H 7.503 -1.874 3.747
H 6.559 -1.861 0.829
H 8.257 -1.823 1.344
H 7.751 0.146 2.433
C -2.199 -1.007 -7.850
C -3.765 -1.159 -8.016
O -4.025 -2.437 -7.962
H -1.660 -1.511 -8.649
H -1.934 0.053 -7.887
H -1.858 -1.401 -6.896
H -4.009 -0.617 -8.950
H -4.194 -0.506 -7.229
Cl -2.955 -3.704 5.513
Cl 4.954 2.912 8.763
C 4.001 3.741 7.508
C 3.331 2.770 6.569
Cl 4.503 1.915 5.534
H 4.663 4.418 6.974
H 3.245 4.333 8.022
H 2.655 3.308 5.903
H 2.753 2.023 7.110
Na -3.200 1.154 2.704
C 4.684 -0.689 -3.499
C 4.585 -1.324 -2.084
O 3.305 -1.544 -1.831
H 4.152 0.259 -3.554
H 5.742 -0.488 -3.750
H 4.283 -1.354 -4.272
H 5.134 -0.630 -1.412
H 5.285 -2.223 -2.107
N 6.796 -3.385 -4.034
H 7.362 -4.000 -4.622
H 7.184 -2.437 -4.049
H 5.834 -3.358 -4.387
H 6.791 -3.733 -3.071
F -1.918 0.721 0.107
```

The spin multiplicity is 1. The calculation puts the HOMO energy at -6.899 eV. Its charge is 0. The HOMO-LUMO gap is 1.13 eV. The calculation puts the LUMO energy at -5.765 eV.

Mulliken atomic charge list, values in e, 4 entries:
1. C -0.082
2. C -0.793
3. C -0.886
4. C 0.085



# 2
Formula: C3H10N3O2P
Source: the Open Molecules 2025 dataset
Level of theory: ωB97M-V/def2-TZVPD

The geometry in XYZ format:
```
19
Properties=species:S:1:pos:R:3
C -0.127 -1.145 -0.085
C 0.857 1.948 1.162
C -0.978 1.529 -0.954
N 0.468 -2.188 0.791
N -0.640 -1.757 -1.255
N -1.126 -0.532 0.682
O 1.652 1.752 -1.508
O 0.922 -0.304 -0.471
P 0.667 1.306 -0.529
H 1.632 1.537 1.784
H 1.061 3.009 1.065
H -0.078 1.945 1.771
H -1.830 1.916 -0.487
H -1.119 1.329 -2.078
H 1.319 -2.557 0.407
H 0.439 -2.073 1.717
H 0.056 -2.137 -1.836
H -1.189 -2.504 -0.881
H -1.985 -1.073 0.706
```

The spin multiplicity is 1. The calculation puts the HOMO energy (alpha / beta) at -9.573 / -9.353 eV. For the relative energy (zero: lowest compared OMol25 entry of this formula, charge and spin), the calculation gives 368.87 kJ/mol. Its charge is 0. The HOMO-LUMO gap (alpha / beta) is 8.60 / 8.11 eV. The calculation puts the LUMO energy (alpha / beta) at -0.973 / -1.241 eV.

Mulliken atomic charge list, values in e, 4 entries:
1. C 0.969
2. C -1.064
3. C -0.632
4. N -0.615



# 3
Formula: C18H17N2O2
Source: the Open Molecules 2025 dataset
Level of theory: ωB97M-V/def2-TZVPD

The geometry in XYZ format:
```
39
Properties=species:S:1:pos:R:3
C 1.663 0.568 4.812
C 1.143 1.076 3.505
C -0.231 1.014 3.231
C -0.733 1.467 2.022
C 0.129 2.001 1.024
C -0.412 2.463 -0.234
C 0.308 3.119 -1.200
N -0.314 3.554 -2.373
O 0.259 4.317 -3.193
O -1.488 3.115 -2.550
C 1.518 2.075 1.321
C 2.004 1.614 2.541
H 2.747 0.687 4.869
H 1.216 1.101 5.658
H 1.428 -0.492 4.952
H -0.902 0.598 3.984
H -1.803 1.429 1.804
H -1.489 2.333 -0.369
H 1.362 3.368 -1.097
H 2.197 2.494 0.576
H 3.072 1.664 2.757
C -0.317 -0.343 -3.606
C 0.271 -1.225 -2.569
C 1.671 -1.182 -2.419
N 2.844 -1.122 -2.312
C -0.485 -2.143 -1.791
C -1.910 -2.241 -1.888
C -2.623 -3.137 -1.102
C -1.958 -3.976 -0.197
C -0.560 -3.911 -0.089
C 0.166 -3.016 -0.868
H -1.404 -0.388 -3.670
H -0.032 0.696 -3.403
H 0.099 -0.584 -4.594
H -2.441 -1.598 -2.589
H -3.708 -3.180 -1.195
H -2.519 -4.676 0.421
H -0.024 -4.558 0.609
H 1.258 -2.980 -0.776
```

The spin multiplicity is 1. The calculation puts the HOMO energy at -2.138 eV. For the relative energy (zero: lowest compared OMol25 entry of this formula, charge and spin), the calculation gives 98.75 kJ/mol. Its charge is -1. The HOMO-LUMO gap is 3.33 eV. The calculation puts the LUMO energy at 1.188 eV.

Mulliken atomic charge list, values in e, 4 entries:
1. C -1.391
2. C 1.076
3. C -0.543
4. C -0.686



# 4
Formula: C23H33N13O3PRu
Source: the Open Molecules 2025 dataset
Level of theory: ωB97M-V/def2-TZVPD

The geometry in XYZ format:
```
74
Properties=species:S:1:pos:R:3
Ru 0.523 -1.051 1.349
O 1.104 0.856 1.605
N 1.243 1.224 2.852
N 0.843 0.370 3.677
O 0.335 -0.800 3.318
C 0.924 0.638 5.088
C 1.000 -0.444 5.947
C 1.087 -0.199 7.309
C 1.096 1.103 7.788
C 1.013 2.173 6.905
C 0.922 1.947 5.542
H 0.990 -1.448 5.549
H 1.151 -1.031 7.997
H 1.163 1.287 8.851
H 1.014 3.187 7.280
H 0.854 2.764 4.838
N 1.061 -1.535 -2.416
C 0.964 -2.324 -1.272
N 1.857 -3.264 -0.974
N 1.387 -3.826 0.135
N 0.256 -3.286 0.479
N -0.077 -2.314 -0.436
C 0.332 -0.418 -2.618
N 0.308 0.227 -3.834
N -0.523 1.192 -3.723
N -0.979 1.167 -2.468
N -0.448 0.164 -1.739
H 1.686 -1.831 -3.148
C -3.689 4.359 -2.314
C -2.751 3.355 -3.007
C -3.455 2.701 -4.199
C -1.509 4.136 -3.475
P -2.214 2.114 -1.755
C -1.409 2.960 -0.404
C -0.028 3.142 -0.435
C 0.594 3.858 0.575
C -0.154 4.384 1.617
C -1.530 4.201 1.654
C -2.161 3.493 0.646
C -3.437 0.843 -1.183
C -4.835 1.451 -0.982
C -2.953 0.230 0.136
C -3.517 -0.267 -2.246
H -3.897 5.146 -3.040
H -3.218 4.832 -1.452
H -4.642 3.931 -2.015
H -3.714 3.492 -4.904
H -4.382 2.206 -3.913
H -2.812 1.991 -4.717
H -1.867 4.930 -4.132
H -0.813 3.519 -4.037
H -0.990 4.609 -2.642
H 0.565 2.723 -1.236
H 1.666 3.993 0.553
H 0.338 4.936 2.407
H -2.113 4.612 2.466
H -3.234 3.366 0.683
H -4.848 2.286 -0.282
H -5.466 0.667 -0.563
H -5.288 1.767 -1.921
H -2.948 0.944 0.960
H -1.954 -0.195 0.035
H -3.637 -0.581 0.391
H -3.701 0.116 -3.249
H -4.356 -0.911 -1.982
H -2.617 -0.878 -2.254
N 4.376 -2.370 0.907
C 3.383 -1.469 0.943
N 3.460 -0.355 0.195
O 2.416 -1.677 1.719
H 5.092 -2.308 0.203
H 4.117 -3.297 1.211
H 4.257 -0.164 -0.384
H 2.808 0.385 0.416
```

The spin multiplicity is 1. The calculation puts the HOMO energy at -10.301 eV. Its charge is +1. The HOMO-LUMO gap is 7.73 eV. The calculation puts the LUMO energy at -2.570 eV.

Mulliken atomic charge list, values in e, 4 entries:
1. Ru 0.632
2. O -0.319
3. N -0.488
4. N 1.199